C39H84Cl10O29P2 | the ωB97M-V functional and the def2-TZVPD basis

LUMO energy: 0.01616 Eh
Molecular weight: 1433.550 g/mol
Kohn-Sham gap: 10.8 eV
E_HOMO: -10.398 eV

ORCA input file:
```
! RIJCOSX wB97M-V def2-TZVPD def2/J DEFGRID3
* xyz 0 1
C 5.64 -1.27 26.26
Cl 4.56 -0.07 26.84
Cl 5.22 -1.88 24.70
H 6.64 -0.88 26.30
H 5.59 -2.16 26.93
C -1.86 -6.43 29.02
Cl -2.96 -6.78 30.40
Cl -0.80 -7.83 28.60
H -2.48 -6.27 28.07
H -1.17 -5.61 29.18
C -3.32 -7.46 21.11
Cl -2.01 -8.48 21.69
Cl -2.85 -6.72 19.56
H -4.25 -8.02 21.02
H -3.48 -6.66 21.86
C -0.12 3.05 25.85
Cl 0.94 4.15 25.06
Cl 0.21 2.82 27.59
H -1.10 3.48 25.86
H -0.14 2.13 25.30
C -1.30 -1.76 22.39
Cl -0.93 -0.01 21.98
Cl -2.36 -2.65 21.25
H -0.31 -2.20 22.41
H -1.85 -1.70 23.34
C 4.42 -3.32 28.66
C 3.16 -4.09 29.01
O 2.10 -3.25 29.45
C 1.04 -3.87 29.98
O 0.84 -5.06 30.04
O 0.15 -2.93 30.39
C -1.13 -3.37 30.91
H 5.31 -3.96 28.41
H 4.66 -2.71 29.52
H 4.21 -2.62 27.84
H 3.33 -4.77 29.88
H 2.85 -4.62 28.14
H -1.76 -3.55 30.06
H -1.43 -2.54 31.54
H -1.09 -4.30 31.44
C 1.46 -7.95 19.81
C 1.01 -6.64 20.48
O 1.95 -6.22 21.52
C 3.05 -5.59 21.09
O 3.36 -5.43 19.91
O 3.70 -5.12 22.18
C 4.76 -4.18 21.85
H 2.50 -7.89 19.50
H 0.83 -8.21 18.98
H 1.35 -8.72 20.58
H 0.11 -6.79 21.03
H 0.98 -5.94 19.69
H 4.31 -3.20 21.88
H 5.18 -4.42 20.89
H 5.52 -4.36 22.62
C 1.16 -9.38 26.64
C 1.20 -8.29 25.52
O 0.52 -8.76 24.34
C 1.18 -9.75 23.67
O 2.35 -10.09 23.90
O 0.42 -10.10 22.57
C 0.92 -11.26 21.82
H 1.35 -10.36 26.21
H 0.11 -9.43 27.03
H 1.83 -9.29 27.50
H 2.25 -8.13 25.29
H 0.77 -7.32 25.77
H 0.11 -11.96 21.58
H 1.78 -11.64 22.33
H 1.19 -10.99 20.81
C -5.78 -2.81 25.79
C -5.38 -3.90 24.80
O -4.98 -4.98 25.69
C -4.33 -5.97 25.12
O -3.79 -5.93 24.05
O -4.24 -6.95 26.00
C -3.15 -7.88 25.73
H -6.31 -1.99 25.40
H -4.93 -2.41 26.32
H -6.56 -3.19 26.44
H -4.54 -3.55 24.26
H -6.21 -4.11 24.14
H -2.17 -7.39 26.00
H -3.15 -8.04 24.63
H -3.41 -8.76 26.32
C -5.50 1.46 21.41
C -4.71 0.55 22.28
O -4.80 1.07 23.67
C -3.98 0.50 24.57
O -3.39 -0.57 24.37
O -3.91 1.21 25.69
C -3.09 0.71 26.74
H -5.67 0.89 20.47
H -5.04 2.38 21.18
H -6.49 1.68 21.88
H -3.63 0.51 21.99
H -4.98 -0.51 22.26
H -3.62 -0.03 27.31
H -2.87 1.57 27.36
H -2.16 0.21 26.36
C 0.32 2.04 31.94
C -0.70 1.16 31.32
O -0.13 0.59 30.14
C -1.00 -0.14 29.42
O -2.11 -0.37 29.75
O -0.56 -0.56 28.24
C 0.88 -0.54 27.99
H 1.14 1.45 32.31
H -0.15 2.53 32.82
H 0.66 2.88 31.32
H -1.52 1.84 31.06
H -1.06 0.44 32.02
H 1.30 -1.06 28.89
H 1.32 0.49 27.87
H 1.00 -1.12 27.08
C 2.93 1.52 23.24
C 3.67 0.48 22.41
O 2.78 -0.59 22.27
C 2.33 -0.81 20.98
O 2.54 -0.11 20.01
O 1.76 -2.01 21.01
C 1.05 -2.49 19.84
H 3.48 2.49 23.19
H 2.88 1.28 24.34
H 1.92 1.74 22.83
H 4.48 0.05 22.93
H 3.91 0.94 21.41
H 0.19 -2.99 20.22
H 1.70 -3.20 19.32
H 0.76 -1.61 19.26
C 3.19 -7.47 29.99
O 3.90 -8.26 28.97
P 4.83 -7.62 27.92
O 5.58 -6.43 28.41
O 3.93 -7.32 26.66
C 4.61 -6.68 25.54
O 5.79 -8.78 27.35
C 6.93 -9.04 28.14
H 2.19 -7.44 29.52
H 3.71 -6.54 30.03
H 3.18 -8.01 30.98
H 4.53 -5.59 25.72
H 4.13 -6.88 24.58
H 5.65 -7.07 25.43
H 7.83 -8.81 27.50
H 6.89 -10.13 28.35
H 7.10 -8.36 29.01
C 1.46 -2.63 24.81
O 0.06 -3.03 25.08
P -0.10 -4.41 25.88
O 1.18 -5.06 26.31
O -1.04 -4.01 27.09
C -2.22 -3.26 26.93
O -1.09 -5.33 25.07
C -0.65 -5.74 23.74
H 1.80 -3.39 24.06
H 2.06 -2.74 25.71
H 1.46 -1.62 24.38
H -3.03 -3.87 26.57
H -2.02 -2.37 26.37
H -2.44 -2.97 27.98
H -1.44 -5.56 23.03
H -0.57 -6.78 23.75
H 0.25 -5.21 23.42
*
```